No. 1
{"formula": "C7H10O", "method": "ωB97M-V/def2-TZVPD", "energy_ev": -9456.4164, "relative_energy_kj_mol": 317.3, "spin_multiplicity": 2, "s_squared": 0.787, "homo_energy_ev": [-13.62, -13.56], "total_charge": 1, "homo_lumo_gap_ha": [0.30384, 0.17021], "lumo_energy_ev": [-5.35, -8.93], "species": ["O", "C", "C", "C", "C", "C", "C", "C", "H", "H", "H", "H", "H", "H", "H", "H", "H", "H"], "coordinates": [[1.8354, 2.5614, 0.6631], [1.0416, 1.7479, 0.1848], [1.2079, 1.0247, -1.1242], [0.7746, -0.4562, -1.1602], [-0.1746, -0.8120, 0.0273], [0.2856, -1.7204, 0.8941], [-2.2855, 0.1021, 1.1291], [-1.5685, -0.3024, 0.0109], [0.2824, 1.3855, 0.7182], [0.7105, 1.6484, -1.8853], [2.2836, 0.9395, -1.4489], [1.6401, -1.1344, -0.9888], [0.2110, -0.6732, -2.0944], [1.2604, -2.2113, 1.0011], [-0.3314, -2.0142, 1.7087], [-3.4166, 0.1241, 1.2255], [-1.9356, 0.2754, 2.1443], [-1.8209, -0.4847, -1.0054]]}

***

No. 2
{"formula": "C4H7NO", "method": "ωB97M-V/def2-TZVPD", "energy_ev": -7798.2228, "relative_energy_kj_mol": 137.2, "homo_energy_ev": -9.58, "homo_lumo_gap_ha": 0.39200, "lumo_energy_ev": 1.08, "species": ["O", "C", "N", "C", "C", "C", "H", "H", "H", "H", "H", "H", "H"], "coordinates": [[-2.2807, -0.6322, -1.9151], [-1.1865, -0.1571, -1.7078], [-0.2099, -0.7350, -0.9319], [0.6165, 0.1465, -0.1428], [1.0649, -0.3025, 1.2106], [0.0088, 0.7649, 1.0877], [-0.8512, 0.7971, -2.1595], [-0.5299, -1.5750, -0.4621], [1.3171, 0.7335, -0.7337], [0.7626, -1.2876, 1.5596], [2.0577, -0.0069, 1.5361], [0.2449, 1.7904, 1.3543], [-1.0142, 0.4639, 1.3046]]}

***

No. 3
{"formula": "C12H7N2O5RhS", "method": "ωB97M-V/def2-TZVPD", "energy_ev": -39597.2937, "relative_energy_kj_mol": 0.0, "spin_multiplicity": 5, "s_squared": 6.048, "homo_energy_ev": [-12.78, -16.44], "total_charge": 2, "homo_lumo_gap_ha": [0.21045, 0.21366], "lumo_energy_ev": [-7.05, -10.63], "species": ["O", "C", "Rh", "O", "C", "C", "O", "C", "O", "C", "O", "H", "N", "C", "N", "C", "C", "C", "C", "C", "C", "S", "H", "H", "H", "H", "H", "H"], "coordinates": [[-0.1742, -0.0253, -3.8982], [-0.0024, 0.0304, -2.7565], [0.3147, 0.0355, -0.8726], [3.4207, 0.1293, -1.2845], [2.2803, 0.0603, -1.1064], [-1.7897, -0.0557, -0.5171], [-2.3656, -0.0121, 0.5377], [0.1056, -1.9087, -0.5582], [-0.1162, -3.0269, -0.3794], [0.2085, 1.9874, -0.5321], [0.1480, 3.1145, -0.2961], [-2.3907, -0.1650, -1.4691], [2.6735, -1.6136, 1.3419], [2.0089, -0.7678, 2.1513], [1.0160, 0.0160, 1.7813], [0.5512, 0.7628, 2.8519], [-0.5228, 1.6645, 2.8517], [-0.8238, 2.3696, 4.0120], [-0.0930, 2.1709, 5.1940], [0.9549, 1.2422, 5.2297], [1.2689, 0.5529, 4.0614], [2.5279, -0.6477, 3.8164], [3.3736, -2.2118, 1.7558], [2.3137, -1.8506, 0.4264], [-1.1056, 1.7739, 1.9398], [-1.6431, 3.0879, 4.0020], [-0.3439, 2.7388, 6.0901], [1.5325, 1.0419, 6.1316]]}

***

No. 4
{"formula": "C2H3N5O", "method": "ωB97M-V/def2-TZVPD", "energy_ev": -11617.6013, "relative_energy_kj_mol": 311.5, "homo_energy_ev": -10.23, "homo_lumo_gap_ha": 0.37031, "lumo_energy_ev": -0.15, "species": ["H", "N", "C", "N", "C", "N", "N", "N", "O", "H", "H"], "coordinates": [[-0.0467, 0.2453, 2.7020], [-0.4570, 0.6471, 1.8144], [-0.0335, -0.0473, 0.8756], [0.6385, -1.2687, 0.8991], [-0.3905, 0.3984, -0.4877], [-1.0463, 1.4127, -0.9314], [-0.7973, 1.5219, -2.2817], [-0.0437, 0.5746, -2.6560], [0.3550, -0.1205, -1.4911], [1.0736, -1.6496, 1.6886], [0.7478, -1.7139, -0.1318]]}

***

No. 5
{"formula": "C27H32BF3O4", "method": "ωB97M-V/def2-TZVPD", "energy_ev": -45534.8188, "relative_energy_kj_mol": 421.2, "homo_energy_ev": -5.71, "homo_lumo_gap_ha": 0.15446, "lumo_energy_ev": -1.51, "species": ["C", "O", "C", "C", "C", "C", "C", "C", "C", "C", "H", "H", "H", "H", "H", "H", "H", "H", "H", "H", "H", "C", "C", "C", "C", "C", "B", "C", "C", "C", "C", "C", "F", "F", "F", "C", "C", "O", "C", "C", "C", "C", "C", "C", "O", "O", "H", "H", "H", "H", "H", "H", "H", "H", "H", "H", "H", "H", "H", "H", "H", "H", "H", "H", "H", "H", "H"], "coordinates": [[2.5015, 1.1125, -2.8278], [1.3974, 1.1618, -1.8996], [0.4526, 0.2620, -1.9037], [-0.7133, 0.5075, -2.6971], [-1.2360, -0.5170, -3.5172], [-2.4965, -0.3743, -4.0884], [-3.2101, 0.8242, -3.9447], [-4.6093, 0.9563, -4.4534], [-2.5836, 1.9157, -3.3128], [-1.3341, 1.7855, -2.7261], [3.0927, 1.9964, -2.6107], [3.0952, 0.2107, -2.6480], [2.1442, 1.1202, -3.8622], [0.7230, -0.7958, -1.7638], [-0.6813, -1.4422, -3.6758], [-2.9279, -1.2010, -4.6463], [-4.8516, 2.0026, -4.6330], [-4.7384, 0.3949, -5.3951], [-5.3280, 0.5592, -3.7246], [-3.1093, 2.8723, -3.3015], [-0.8271, 2.6288, -2.2563], [1.9691, 0.7368, 5.3350], [1.6960, -0.1720, 4.2503], [1.6484, -1.5587, 4.2503], [1.3709, -1.9581, 2.9321], [1.3942, -0.7877, 2.1749], [0.0475, -0.4249, 0.7138], [1.7007, -0.5942, 0.7524], [2.2409, -1.8135, 0.1383], [3.5010, -1.8627, -0.4068], [4.2984, -0.7174, -0.4059], [5.6774, -0.7346, -1.0148], [5.8120, 0.1777, -2.0474], [6.6301, -0.3994, -0.0873], [6.0139, -1.9518, -1.5251], [3.8361, 0.4824, 0.1589], [2.5667, 0.5850, 0.6252], [-0.8135, -1.4839, 0.9052], [-2.1090, -0.8740, 1.0878], [-2.8670, -1.1422, -0.2008], [-2.8172, -1.5567, 2.2392], [-1.8173, 0.6625, 1.3420], [-2.7006, 1.6219, 0.5618], [-1.8258, 1.0857, 2.8074], [-0.4604, 0.8344, 0.8247], [1.5410, 0.3159, 2.9866], [1.9850, 0.1457, 6.2560], [2.9573, 1.2102, 5.2242], [1.1819, 1.4921, 5.4445], [1.7909, -2.2046, 5.1075], [1.2048, -2.9650, 2.5427], [1.5660, -2.6681, 0.0869], [3.8407, -2.7710, -0.9019], [4.4762, 1.3615, 0.1304], [2.1478, 1.5513, 0.9043], [-3.8648, -0.6868, -0.1595], [-2.3175, -0.7665, -1.0819], [-2.9812, -2.2295, -0.2782], [-3.8120, -1.1012, 2.3902], [-2.9660, -2.6208, 1.9991], [-2.2404, -1.4711, 3.1668], [-3.7669, 1.4238, 0.7529], [-2.4872, 2.6505, 0.8874], [-2.4940, 1.5634, -0.5133], [-2.8564, 1.2784, 3.1345], [-1.3923, 0.3314, 3.4714], [-1.2655, 2.0256, 2.9264]]}